This record from the Open Molecules 2025 dataset describes a molecular structure, C36H39CsN4O2SSe2 at a distorted geometry. The level of theory is ωB97M-V with the def2-TZVPD basis set.

The value obtained for the frontier orbital gap is 5.387 eV.

Geometry as ORCA input:
```
! wB97M-V def2-TZVPD RIJCOSX def2/J DEFGRID3
* xyz 0 1
Cs -1.09 1.76 -0.97
C -5.82 -0.38 -1.69
Se -3.98 -0.63 -2.26
C -4.24 -0.15 -4.13
C -4.69 1.28 -4.40
Se -3.42 2.68 -3.93
C -2.03 2.18 -5.20
H -6.50 -0.90 -2.37
H -6.09 0.67 -1.62
H -5.92 -0.83 -0.70
H -4.97 -0.84 -4.54
H -3.28 -0.36 -4.60
H -5.60 1.51 -3.86
H -4.91 1.38 -5.46
H -2.46 2.08 -6.19
H -1.52 1.27 -4.88
H -1.31 2.99 -5.21
C 3.66 3.65 -2.08
C 4.11 3.08 -3.26
C 3.39 2.05 -3.83
C 2.22 1.57 -3.23
N 1.80 2.13 -2.07
C 2.50 3.13 -1.54
C 1.41 0.44 -3.81
C 1.94 -0.24 -4.92
C 1.25 -1.29 -5.50
C 0.03 -1.66 -4.96
C -0.47 -0.98 -3.86
C 0.16 0.12 -3.22
H 4.18 4.46 -1.59
H 5.01 3.44 -3.75
H 3.73 1.63 -4.77
H 2.09 3.55 -0.62
H 2.91 0.02 -5.34
H 1.67 -1.81 -6.36
H -0.52 -2.50 -5.39
H -1.42 -1.35 -3.45
N 2.26 -1.26 0.04
C 1.30 -2.06 0.61
S -0.27 -1.95 0.10
N 1.67 -2.91 1.60
C 2.94 -3.17 2.15
C 3.90 -2.18 2.36
C 5.12 -2.50 2.95
C 5.38 -3.79 3.36
C 4.42 -4.78 3.18
C 3.22 -4.47 2.57
H 1.95 -0.82 -0.82
H 3.21 -1.58 0.05
H 0.91 -3.50 1.91
H 3.69 -1.15 2.08
H 5.85 -1.71 3.09
H 6.33 -4.03 3.83
H 4.62 -5.79 3.50
H 2.47 -5.25 2.41
C -3.03 -0.73 2.04
O -1.74 -0.24 2.42
C -1.06 -0.92 3.36
C -1.60 -1.95 4.13
C -0.81 -2.60 5.07
C 0.52 -2.24 5.26
C 1.05 -1.22 4.49
C 0.28 -0.56 3.55
N 0.92 0.37 2.68
C 0.49 1.56 2.26
C -0.51 2.38 2.75
C -1.12 2.25 4.04
C -2.03 3.15 4.47
C -2.41 4.24 3.62
C -1.87 4.41 2.39
C -0.89 3.48 1.87
O -0.45 3.58 0.71
H -3.35 -0.10 1.22
H -3.74 -0.65 2.86
H -2.95 -1.77 1.70
H -2.62 -2.24 4.00
H -1.24 -3.40 5.66
H 1.13 -2.76 5.99
H 2.09 -0.92 4.62
H 1.70 0.00 2.17
H 1.03 1.91 1.39
H -0.81 1.44 4.69
H -2.47 3.07 5.46
H -3.15 4.94 3.98
H -2.15 5.23 1.74
*
```

=====

This record from the Open Molecules 2025 dataset describes a molecular structure, C19H25N3O5S at a distorted geometry. The level of theory is ωB97M-V with the def2-TZVPD basis set.

The value obtained for the frontier orbital gap is 8.924 eV.

Geometry as ORCA input:
```
! wB97M-V def2-TZVPD RIJCOSX def2/J DEFGRID3
* xyz 0 1
C 0.77 3.85 -1.48
C 1.85 2.98 -0.81
C 3.20 2.76 -1.40
H 4.14 2.84 -0.95
H 3.40 3.14 -2.72
C 2.34 1.77 -1.43
C 2.61 0.83 -0.48
O 2.36 -0.61 -0.53
O 3.50 0.99 0.63
C 3.77 0.06 1.58
H 4.79 0.55 2.29
H 4.24 -0.89 1.16
C 2.69 -0.24 2.48
O 2.82 0.26 3.91
N 1.74 -0.96 2.12
C 0.42 -0.97 2.75
C 0.01 -0.74 3.95
C -1.18 -0.91 4.52
C -2.15 -1.66 3.84
C -1.83 -1.77 2.51
C -0.46 -1.74 1.90
H -0.24 -1.79 1.04
S -3.15 -2.46 1.55
O -4.20 -1.32 1.50
O -3.33 -4.04 1.95
N -2.60 -2.76 -0.08
C -1.94 -1.78 -1.07
N -1.04 -2.36 -1.62
C -0.32 -1.33 -2.69
C -1.23 -0.54 -3.60
C -1.64 0.61 -2.83
C -2.65 0.30 -1.90
H -3.56 -0.22 -2.20
H -3.17 1.34 -1.63
C -2.13 -0.31 -0.69
H -2.81 -0.29 0.42
H -1.13 -0.01 -0.38
H -2.28 1.52 -3.59
H -0.85 1.26 -2.45
H -1.88 -1.05 -3.88
H -0.69 -0.19 -4.44
H 0.29 -1.90 -3.17
H 0.44 -0.77 -2.15
H -2.36 -3.60 -0.46
H -3.01 -1.70 4.09
H -1.53 -0.84 5.55
H 0.76 -0.34 4.63
H 1.57 -1.16 1.10
H 1.90 1.21 -2.17
H 2.11 3.29 0.28
H 0.90 3.59 -2.56
H -0.09 3.42 -1.10
H 0.87 4.69 -1.26
*
```

=====

This record from the Open Molecules 2025 dataset describes a molecular structure, C5H11NO at a distorted geometry. The level of theory is ωB97M-V with the def2-TZVPD basis set.

The value obtained for the frontier orbital gap is 8.829 eV.

Geometry as ORCA input:
```
! wB97M-V def2-TZVPD RIJCOSX def2/J DEFGRID3
* xyz 0 1
C -0.15 -2.46 0.00
C -0.03 1.59 1.27
C 1.31 1.07 -0.69
N 0.30 0.60 0.25
C -1.17 0.13 -0.65
C -1.39 -1.11 -0.80
O 0.70 -1.91 0.79
H 0.65 -0.50 0.66
H 0.20 -2.85 -0.97
H -0.92 -3.10 0.47
H -1.60 1.10 -0.86
H -2.24 -1.62 -1.22
H -0.49 2.47 0.81
H 0.86 1.92 1.80
H 1.53 0.26 -1.39
H 2.23 1.34 -0.18
H 0.95 1.94 -1.25
H -0.73 1.15 1.97
*
```

=====

This record from the Open Molecules 2025 dataset describes a single F2H2N2O2S molecule at a distorted geometry. The level of theory is ωB97M-V with the def2-TZVPD basis set.

The value obtained for the frontier orbital gap is 8.673 eV.

Geometry as ORCA input:
```
! wB97M-V def2-TZVPD RIJCOSX def2/J DEFGRID3
* xyz 0 1
N 0.37 -0.37 -0.05
N 2.58 0.65 0.56
O 2.40 -1.95 -0.05
O -0.81 0.55 -0.22
F 3.93 0.85 0.33
F 2.04 1.72 -0.13
S 2.21 -0.71 -0.68
H -0.43 1.35 -0.59
H 0.11 -1.30 0.17
*
```

=====

This record from the Open Molecules 2025 dataset describes a single C4H7N3 molecule at a distorted geometry. The level of theory is ωB97M-V with the def2-TZVPD basis set.

The value obtained for the frontier orbital gap is 9.628 eV.

Geometry as ORCA input:
```
! wB97M-V def2-TZVPD RIJCOSX def2/J DEFGRID3
* xyz 0 1
C -1.54 0.89 0.06
C -1.13 -0.62 0.32
C 0.46 -1.08 0.41
C 1.48 -1.03 -0.58
N 2.02 0.20 -0.42
N 1.46 0.87 0.60
N 0.64 0.07 1.14
H -2.61 0.91 -0.20
H -1.41 1.57 0.91
H -1.01 1.34 -0.79
H -1.60 -0.92 1.26
H -1.47 -1.19 -0.52
H 1.96 -1.70 -1.29
H 2.75 0.67 -0.91
*
```

=====

This record from the Open Molecules 2025 dataset describes a single C24H32N2O3 molecule. The level of theory is ωB97M-V with the def2-TZVPD basis set.

The value obtained for the frontier orbital gap is 8.895 eV.

Geometry as ORCA input:
```
! wB97M-V def2-TZVPD RIJCOSX def2/J DEFGRID3
* xyz 0 1
C 4.29 4.27 0.58
O 5.27 3.36 0.99
C 4.95 2.01 0.77
C 5.00 1.61 -0.71
N 4.96 0.18 -0.88
C 3.88 -0.47 -1.39
O 2.90 0.11 -1.81
C 4.04 -1.98 -1.42
C 3.90 -2.66 -0.05
C 2.58 -2.41 0.70
C 1.36 -2.50 -0.22
C 0.08 -2.25 0.59
N 0.07 -0.97 1.28
C -0.09 0.17 0.39
C -1.42 0.12 -0.31
C -1.51 0.30 -1.68
C -2.74 0.25 -2.31
C -3.90 0.02 -1.58
C -3.81 -0.15 -0.20
O -4.90 -0.44 0.58
C -6.11 0.13 0.32
C -7.25 -0.60 0.68
C -8.50 -0.05 0.50
C -8.65 1.21 -0.05
C -7.52 1.93 -0.40
C -6.26 1.40 -0.22
C -2.57 -0.10 0.43
C 1.23 -0.87 2.15
C 2.56 -1.06 1.42
H 4.19 4.31 -0.51
H 4.60 5.25 0.95
H 3.31 4.02 1.01
H 5.70 1.44 1.33
H 3.96 1.78 1.19
H 5.92 2.00 -1.15
H 4.14 2.01 -1.25
H 5.72 -0.36 -0.50
H 5.03 -2.22 -1.83
H 3.29 -2.38 -2.10
H 4.01 -3.73 -0.21
H 4.73 -2.34 0.60
H 2.50 -3.19 1.46
H 1.31 -3.49 -0.68
H 1.42 -1.76 -1.01
H -0.79 -2.29 -0.07
H -0.04 -3.03 1.36
H -0.05 1.07 1.02
H 0.71 0.26 -0.36
H -0.61 0.47 -2.26
H -2.81 0.37 -3.38
H -4.86 -0.04 -2.07
H -7.12 -1.58 1.11
H -9.37 -0.62 0.79
H -9.63 1.63 -0.19
H -7.62 2.93 -0.82
H -5.38 1.98 -0.48
H -2.51 -0.25 1.49
H 1.20 0.10 2.65
H 1.13 -1.65 2.91
H 3.38 -1.00 2.14
H 2.69 -0.25 0.70
*
```

=====

This record from the Open Molecules 2025 dataset describes a molecular structure, C6H20Li2N4O6 at a distorted geometry. The level of theory is ωB97M-V with the def2-TZVPD basis set.

The value obtained for the frontier orbital gap is 7.597 eV.

Geometry as ORCA input:
```
! wB97M-V def2-TZVPD RIJCOSX def2/J DEFGRID3
* xyz 0 1
Li -0.05 0.19 -1.16
Li 2.09 -0.49 -2.80
C 2.28 -1.90 -0.39
O 1.79 -0.68 -0.76
H 1.55 -2.73 -0.41
H 3.04 -2.31 -1.09
H 2.86 -2.05 0.54
C 0.07 0.92 -4.27
O 0.15 -0.17 -3.37
H 0.12 0.65 -5.33
H -0.91 1.39 -4.10
H 0.90 1.61 -4.07
C 0.59 0.60 2.75
C 1.32 -0.59 3.37
O 1.51 -0.38 4.77
O -0.81 0.46 2.49
H 0.96 0.76 1.73
H 0.96 1.55 3.14
H 2.29 -0.69 2.86
H 0.93 -1.60 3.17
H 1.54 -1.22 5.23
H -0.81 0.06 1.61
C -0.54 3.04 -0.62
O -0.17 1.88 -0.45
N -1.77 3.51 -0.28
N 0.11 3.86 -1.50
H -1.90 4.47 -0.55
H -2.28 3.01 0.43
H 0.89 3.34 -1.87
H -0.19 4.72 -1.90
C -1.83 -2.18 0.24
O -1.18 -1.14 0.14
N -1.21 -3.41 0.16
N -3.14 -2.27 0.55
H -0.22 -3.47 0.00
H -1.83 -4.19 0.21
H -3.60 -1.38 0.69
H -3.51 -3.15 0.84
*
```

=====

This record from the Open Molecules 2025 dataset describes a gas-phase ion, C10H17N2 (charge +1) at a distorted geometry. The level of theory is ωB97M-V with the def2-TZVPD basis set.

The value obtained for the frontier orbital gap (spin up / spin down) is 7.325 / 7.327 eV.

Geometry as ORCA input:
```
! wB97M-V def2-TZVPD RIJCOSX def2/J DEFGRID3
* xyz 1 1
C 2.05 1.35 0.22
C -5.67 0.21 -0.12
C -4.44 0.80 -0.04
C -1.99 0.79 0.11
C -3.21 0.10 -0.07
C -0.73 0.21 -0.07
C -3.16 -1.36 -0.24
C 4.68 -0.07 -1.07
C 2.53 -0.96 1.09
C 4.25 0.61 0.19
N 0.44 0.93 0.29
N 2.82 0.39 0.47
H -6.67 0.74 -0.38
H -5.82 -0.78 -0.22
H -4.29 1.83 0.20
H -2.10 1.85 0.14
H -0.54 -0.73 -0.62
H -3.66 -1.80 0.57
H -2.10 -1.61 -0.37
H -3.84 -1.63 -1.19
H 4.36 0.38 -1.98
H 5.72 0.06 -1.12
H 4.70 -1.14 -1.04
H 1.48 -1.22 1.01
H 3.06 -1.72 0.46
H 2.89 -1.13 2.07
H 4.89 0.30 1.00
H 4.36 1.78 0.05
H -0.02 1.82 0.65
*
```

=====

This record from the Open Molecules 2025 dataset describes 16 unconnected molecules or ions with the total composition C30H75Cl2N14O27 at a distorted geometry. The level of theory is ωB97M-V with the def2-TZVPD basis set.

The value obtained for the frontier orbital gap (spin up / spin down) is 8.595 / 9.490 eV. Its expectation value of S² is 0.76.

Geometry as ORCA input:
```
! wB97M-V def2-TZVPD RIJCOSX def2/J DEFGRID3
* xyz 0 2
C 27.23 -15.94 13.36
C 27.54 -14.50 13.98
C 26.50 -13.53 13.25
C 26.23 -12.21 13.96
C 25.84 -12.43 15.37
C 26.82 -13.34 16.17
N 27.21 -14.54 15.39
O 27.96 -15.51 16.13
C 26.03 -13.72 17.49
C 28.02 -12.55 16.71
C 28.93 -13.94 13.56
H 26.21 -16.31 13.51
H 27.91 -16.67 13.79
H 27.41 -15.89 12.29
H 25.56 -14.08 13.21
H 26.77 -13.21 12.24
H 25.43 -11.69 13.43
H 27.10 -11.56 13.93
H 24.87 -12.91 15.42
H 25.81 -11.48 15.90
H 25.68 -12.86 18.07
H 26.53 -14.34 18.23
H 25.16 -14.34 17.30
H 27.62 -11.78 17.36
H 28.53 -12.04 15.89
H 28.70 -13.22 17.24
H 29.78 -14.49 13.97
H 28.98 -12.89 13.88
H 29.00 -13.89 12.47
C 28.91 -8.54 10.02
C 28.92 -9.40 11.31
C 29.37 -8.63 12.59
C 29.68 -9.54 13.80
C 30.45 -8.82 14.91
C 29.59 -7.77 15.62
H 29.86 -8.00 10.10
H 28.06 -7.87 9.97
H 28.97 -9.14 9.10
H 27.94 -9.85 11.49
H 29.60 -10.22 11.10
H 28.57 -7.94 12.83
H 30.19 -7.95 12.39
H 28.84 -10.15 14.12
H 30.29 -10.32 13.35
H 30.76 -9.62 15.58
H 31.42 -8.46 14.54
H 28.98 -8.27 16.37
H 30.22 -7.07 16.16
H 29.01 -7.15 14.93
Cl 26.06 -6.40 13.11
C 25.48 -8.00 13.58
C 25.90 -8.33 15.02
Cl 25.07 -7.35 16.31
H 25.70 -8.80 12.88
H 24.40 -7.92 13.63
H 26.98 -8.22 15.15
H 25.75 -9.38 15.26
C 25.16 -13.11 20.98
N 24.75 -12.11 21.96
O 23.64 -12.22 22.51
O 25.55 -11.25 22.20
H 24.48 -13.10 20.13
H 25.14 -14.09 21.46
H 26.20 -12.83 20.77
C 28.48 -18.01 10.43
N 28.42 -17.11 9.27
O 29.04 -17.46 8.25
O 27.70 -16.14 9.41
H 29.13 -17.52 11.14
H 28.86 -18.98 10.12
H 27.49 -17.95 10.89
C 21.62 -14.23 17.47
N 21.37 -15.60 16.90
O 20.90 -15.62 15.78
O 21.71 -16.52 17.61
H 21.59 -13.42 16.74
H 22.56 -14.24 18.01
H 20.87 -14.11 18.25
C 31.43 -12.61 11.00
N 31.57 -14.09 11.08
O 31.84 -14.55 12.18
O 31.37 -14.73 10.10
H 32.22 -12.14 11.59
H 30.54 -12.41 11.61
H 31.23 -12.18 10.02
C 30.17 -13.55 20.92
N 30.51 -13.49 19.53
O 30.71 -12.38 19.08
O 30.40 -14.56 18.89
H 29.17 -13.11 21.01
H 30.89 -13.04 21.55
H 30.15 -14.59 21.24
C 24.98 -17.18 11.14
N 25.09 -17.63 9.76
O 25.32 -18.84 9.58
O 25.13 -16.79 8.84
H 25.38 -17.91 11.84
H 23.94 -17.08 11.45
H 25.53 -16.24 11.25
C 22.38 -14.60 12.61
N 22.61 -13.71 11.42
O 21.95 -12.77 11.19
O 23.51 -14.12 10.63
H 23.28 -15.20 12.75
H 21.54 -15.27 12.43
H 22.22 -13.92 13.46
C 31.86 -12.60 15.72
N 31.95 -14.02 15.71
O 31.12 -14.71 16.36
O 32.83 -14.45 14.92
H 32.78 -12.11 16.04
H 31.02 -12.35 16.37
H 31.61 -12.26 14.71
C 25.15 -9.38 9.58
N 24.46 -10.34 10.50
O 25.06 -11.33 10.78
O 23.29 -10.12 10.74
H 24.45 -8.70 9.09
H 25.72 -9.92 8.82
H 25.81 -8.77 10.20
C 26.53 -13.38 8.89
N 27.84 -12.71 9.01
O 28.83 -13.37 9.24
O 27.81 -11.47 9.05
H 26.30 -13.62 9.93
H 26.83 -14.26 8.32
H 25.77 -12.77 8.41
C 22.53 -9.36 17.38
N 23.23 -10.45 18.13
O 22.53 -11.30 18.65
O 24.43 -10.37 18.29
H 21.51 -9.69 17.20
H 23.10 -9.15 16.47
H 22.60 -8.53 18.09
C 24.83 -17.00 17.96
N 25.91 -18.05 17.95
O 27.04 -17.60 17.92
O 25.64 -19.22 18.13
H 23.93 -17.38 18.43
H 24.67 -16.66 16.94
H 25.25 -16.15 18.49
C 26.74 -19.26 14.18
N 27.76 -19.80 15.11
O 27.81 -21.02 15.22
O 28.41 -18.99 15.76
H 26.45 -18.24 14.45
H 25.94 -20.00 14.20
H 27.27 -19.20 13.23
*
```

=====

This record from the Open Molecules 2025 dataset describes a single C2H8BP molecule at a distorted geometry. The level of theory is ωB97M-V with the def2-TZVPD basis set.

The value obtained for the frontier orbital gap is 5.669 eV.

Geometry as ORCA input:
```
! wB97M-V def2-TZVPD RIJCOSX def2/J DEFGRID3
* xyz 0 1
B -0.71 -1.96 0.32
P -0.18 -0.22 -0.27
C 1.36 0.19 -1.10
C -0.74 0.80 1.13
H -1.19 -2.81 0.90
H -1.03 -0.09 -1.38
H 2.18 0.00 -0.43
H 1.43 -0.35 -2.03
H 1.35 1.25 -1.38
H -0.36 1.84 1.05
H -0.27 0.45 2.03
H -1.85 0.90 1.17
*
```

=====

Question: Number 9 is which compound?
Answer: C30H75Cl2N14O27